The following is a DFT calculation (wB97M-V/def2-TZVPD) of a cluster of 2 separate species, C2H3F3OS in total.

Cartesian coordinates (Å):
C1 -2.03 0.02 -1.08
C2 1.81 -0.13 0.79
O1 -1.53 -0.20 -0.01
F1 3.10 -0.45 0.49
F2 1.81 0.18 2.06
F3 1.06 -1.22 0.57
S1 1.13 1.19 -0.20
H1 -0.99 0.33 0.59
H2 -1.74 0.93 -1.45
H3 -2.62 -0.66 -1.75

Calculated values
Net charge: 0
Multiplicity: 1
Highest occupied orbital energy in Eh: -0.2821
HOMO-LUMO gap in eV: 5.09
Energy relative to the best compared isomer or geometry (same formula, charge and spin) in kcal per mole: 52.7
Calculated total energy in eV: -23154.274



The following is a DFT calculation (wB97M-V/def2-TZVPD) of the molecule C2H3F4NO2S.

Cartesian coordinates (Å):
C1 1.89 0.34 -0.15
N1 0.77 1.16 0.22
F1 0.42 0.97 1.58
S1 -0.85 0.63 -0.55
O1 -0.87 0.43 -1.98
O2 -1.82 1.58 -0.06
C2 -1.40 -1.11 0.29
F2 -2.73 -1.33 0.05
F3 -1.25 -1.12 1.63
F4 -0.64 -2.01 -0.34
H1 2.05 0.43 -1.30
H2 2.72 0.77 0.48
H3 1.73 -0.72 0.13

Calculated values
Net charge: 0
Multiplicity: 1
Highest occupied orbital energy in Eh: -0.4057
HOMO-LUMO gap in eV: 10.99
Energy relative to the best compared isomer or geometry (same formula, charge and spin) in kcal per mole: 68.6
Calculated total energy in eV: -29408.879



The following is a DFT calculation (wB97M-V/def2-TZVPD) of a structure of composition C2H3FKO2.

Cartesian coordinates (Å):
C1 0.56 0.64 0.44
C2 -0.81 0.09 0.42
O1 0.00 -1.19 0.46
F1 1.76 0.24 -0.62
H1 0.79 1.58 0.94
H2 -1.36 0.35 1.34
K1 1.87 -2.29 -0.78
O2 -1.63 0.39 -0.67
H3 -1.19 0.20 -1.54

Calculated values
Net charge: 0
Multiplicity: 2
Highest occupied orbital energy (spin up / spin down) in Eh: -0.2205 / -0.2829
HOMO-LUMO gap (spin up / spin down) in eV: 5.34 / 7.03
Energy relative to the best compared isomer or geometry (same formula, charge and spin) in kcal per mole: 40.3
Calculated total energy in eV: -25255.784



The following is a DFT calculation (wB97M-V/def2-TZVPD) of the ion C2H3FN with charge +1.

Cartesian coordinates (Å):
N1 0.13 0.00 -0.02
C1 1.54 0.07 -0.03
C2 2.75 -0.08 -0.05
F1 4.07 0.03 0.07
H1 -0.41 0.16 -0.87
H2 -0.23 0.59 0.72
H3 0.04 -1.00 0.08

Calculated values
Net charge: +1
Multiplicity: 1
Highest occupied orbital energy in Eh: -0.6025
HOMO-LUMO gap in eV: 11.76
Energy relative to the best compared isomer or geometry (same formula, charge and spin) in kcal per mole: 37.2
Calculated total energy in eV: -6318.811



- Look up the net charge of the first one.
  0